[1]
Formula: C4H9O
Source: OMol25
Level of theory: the ωB97M-V functional and the def2-TZVPD basis

Geometry as XYZ:
```
14
Properties=species:S:1:pos:R:3:forces:R:3:mulliken_spin:R:1
C -1.6802 -1.7559 2.8375 0.023 0.122 -0.040 2.7501
C -1.1054 -0.8434 2.0574 -0.396 -0.367 0.260 0.2237
H -2.0347 -1.5587 3.8492 0.026 -0.027 -0.016 -1.7544
H -1.7929 -2.7628 2.4418 -0.072 -0.044 0.072 -0.8354
H -0.9677 0.1740 2.4020 0.144 0.142 -0.140 0.0515
H -0.7792 -1.0751 1.0518 0.213 0.047 0.044 0.5001
C 1.3483 0.6192 -1.2200 -0.232 -0.300 0.312 0.0543
O 0.5573 -0.3418 -0.7360 0.101 0.164 -0.223 0.0115
C 0.7431 1.3457 -2.4447 0.190 -0.063 -0.089 -0.0109
H 2.3692 0.2502 -1.5364 0.078 0.099 -0.133 0.0045
H 1.5836 1.4310 -0.4709 0.045 0.120 -0.011 0.0000
H 1.3859 2.1583 -2.8182 0.013 0.080 0.023 -0.0013
H -0.2352 1.7428 -2.1645 -0.025 0.026 -0.037 0.0031
H 0.6078 0.6165 -3.2492 -0.106 0.001 -0.023 0.0031
```
Positions in Å, forces in eV/Å.

Spin multiplicity   2
HOMO energy (spin up / spin down)   4.33 / 0.02 eV
Total charge   -2
<S²>   0.752
Orbital gap (spin up / spin down)   2.2962 / 6.5967 eV
Lowest unoccupied orbital energy (spin up / spin down)   0.243 / 0.243 hartree
Relative energy (zero: lowest compared OMol25 entry of this formula, charge and spin)   11.6 kcal/mol

[2]
Formula: C4H9O
Source: OMol25
Level of theory: the ωB97M-V functional and the def2-TZVPD basis

Geometry as XYZ:
```
14
Properties=species:S:1:pos:R:3:forces:R:3:nbo_charge:R:1
C -1.5788 0.9464 -0.0234 -2.934 2.301 2.770 0.3244
C 1.2895 0.5388 -0.0161 0.114 3.784 0.724 -0.6474
C 0.9650 -0.7790 0.4699 -3.413 -1.948 -2.567 -0.3371
C -0.7229 -1.0515 -0.2398 5.436 -1.029 0.358 -0.1233
O -1.5523 -0.2203 0.4458 -1.203 2.694 -0.591 -0.2794
H -2.2768 1.7637 0.3861 0.713 -1.954 0.400 0.2302
H -1.0582 1.4394 -0.7845 1.364 -0.878 -1.892 0.2111
H 0.6460 1.3054 0.5285 0.396 -0.373 -0.575 0.1897
H 1.1742 0.7305 -1.1207 0.222 -0.645 1.104 0.2329
H 2.2775 0.9281 0.2864 -0.162 -0.424 -0.150 0.2783
H 0.8952 -1.1514 1.4847 0.135 0.853 0.327 0.2486
H 1.5265 -1.4784 -0.1031 0.287 -0.997 -0.366 0.2325
H -0.7507 -0.9202 -1.3067 0.136 0.431 -0.280 0.2080
H -0.8341 -2.0513 -0.0069 -1.092 -1.817 0.737 0.2314
```
Positions in Å, forces in eV/Å.

HOMO energy   -15.45 eV
Total charge   +1
Orbital gap   9.0746 eV
Lowest unoccupied orbital energy   -0.234 hartree
Relative energy (zero: lowest compared OMol25 entry of this formula, charge and spin)   39.9 kcal/mol

[3]
Formula: C4H9O2
Source: OMol25
Level of theory: the ωB97M-V functional and the def2-TZVPD basis

Geometry as XYZ:
```
15
Properties=species:S:1:pos:R:3:forces:R:3:nbo_charge:R:1
C 0.8218 -0.5750 0.5462 2.833 0.722 -4.272 -0.2110
O 1.5780 -1.6586 1.3318 -2.427 1.517 1.531 -0.7199
C 0.4908 -1.2720 -0.8632 0.010 1.005 2.028 -0.3832
C -0.5350 -0.4565 -0.1478 -0.409 -1.440 -0.241 -0.2052
C -0.9228 0.8290 -0.9114 -0.162 0.485 -0.125 -0.0005
O -1.8734 1.5783 -0.3701 0.363 0.309 0.365 -0.9188
H 0.7061 -0.8761 1.6705 0.824 -2.147 2.083 0.4830
H -0.2871 2.1659 1.8672 0.116 0.177 -0.011 -0.1191
H 1.4258 0.3315 0.5890 -0.030 -0.092 -0.628 0.1911
H 1.0879 -0.8702 -1.6660 -0.433 0.249 -0.355 0.2075
H -1.3015 -0.8952 0.4826 -0.440 -0.331 -0.716 0.2146
H 0.5873 -2.3271 -0.6656 -0.064 -0.098 -0.170 0.2179
H -1.2187 0.4997 -1.9459 0.196 -0.509 0.175 0.0995
H -0.6649 2.2447 1.2119 -0.132 -0.169 0.086 0.0865
H 0.1057 1.2816 -1.1292 -0.244 0.323 0.248 0.0577
```
Positions in Å, forces in eV/Å.

HOMO energy   -2.87 eV
Total charge   -1
Orbital gap   6.8480 eV
Lowest unoccupied orbital energy   0.146 hartree
Relative energy (zero: lowest compared OMol25 entry of this formula, charge and spin)   175.1 kcal/mol

[4]
Formula: C4H9O2
Source: OMol25
Level of theory: the ωB97M-V functional and the def2-TZVPD basis

Geometry as XYZ:
```
15
Properties=species:S:1:pos:R:3:forces:R:3:nbo_charge:R:1
C 1.7054 1.7849 0.5471 -0.437 -1.317 -0.743 -0.7484
C 0.1755 1.4674 0.7643 0.530 -0.781 0.336 0.7648
O -0.4346 1.0303 -0.2452 0.048 0.450 0.203 -0.8031
O -0.2129 1.5138 1.9528 -0.200 0.386 -0.174 -0.7902
H 1.9497 1.2233 -0.3659 0.179 0.545 -0.081 0.1964
H 2.2890 1.2925 1.3221 -0.037 0.299 0.414 0.1922
H 1.9849 2.8250 0.4529 -0.098 0.311 0.037 0.1908
C 0.0104 -2.7926 -1.1290 0.729 0.733 -0.105 -0.6146
C -1.4121 -2.3043 -1.4278 0.225 -1.117 -0.488 -0.6159
H 0.6614 -2.8178 -2.0058 -0.125 -0.105 -0.122 0.1886
H 0.4810 -2.0730 -0.4526 0.023 -0.065 -0.068 0.2289
H 0.0924 -3.7645 -0.6467 -0.345 -0.132 0.023 0.1843
H -2.0504 -3.1862 -1.5846 -0.284 0.231 0.749 0.1763
H -1.6762 -1.6358 -0.6141 -0.686 -0.021 -0.237 0.2485
H -1.5319 -1.8308 -2.4037 0.477 0.584 0.256 0.2015
```
Positions in Å, forces in eV/Å.

HOMO energy   -3.81 eV
Total charge   -1
Orbital gap   7.8172 eV
Lowest unoccupied orbital energy   0.147 hartree
Relative energy (zero: lowest compared OMol25 entry of this formula, charge and spin)   10.4 kcal/mol

[5]
Formula: C4H9O2
Source: OMol25
Level of theory: the ωB97M-V functional and the def2-TZVPD basis

Geometry as XYZ:
```
15
Properties=species:S:1:pos:R:3:forces:R:3:nbo_charge:R:1
C -0.4859 1.0813 1.9647 3.244 0.414 -0.859 -0.6273
C -0.8489 -0.3912 2.0952 1.539 -1.219 0.436 -0.6247
H 0.6510 1.0701 2.1576 -1.474 0.528 -0.574 0.2080
H -0.6116 1.5644 0.9592 0.010 -0.933 0.658 0.2140
H -0.8418 1.8443 2.6482 -0.633 -0.492 0.594 0.1897
H -1.6908 -0.5398 2.6903 -1.777 -0.209 0.928 0.1813
H -0.0682 -1.0855 2.5778 -0.630 1.577 -0.394 0.2019
H -0.9773 -0.9430 1.1832 -0.232 0.313 -0.854 0.2535
C 0.8269 0.2120 -2.5665 1.246 0.616 -2.654 -0.7172
C 0.3727 -0.9971 -1.8557 3.100 -5.988 0.921 0.6965
O 1.1148 -1.4604 -0.8673 -1.958 2.376 -0.896 -0.8126
O -0.2946 -1.8333 -2.5496 -0.991 1.690 0.683 -0.7781
H 1.8868 0.5189 -2.3279 -1.025 -0.678 -0.217 0.2039
H 0.2560 1.0957 -2.4162 -0.888 0.784 0.091 0.1923
H 0.7107 -0.1364 -3.6931 0.468 1.220 2.137 0.2188
```
Positions in Å, forces in eV/Å.

HOMO energy   -3.33 eV
Total charge   -1
Orbital gap   7.2101 eV
Lowest unoccupied orbital energy   0.143 hartree
Relative energy (zero: lowest compared OMol25 entry of this formula, charge and spin)   37.0 kcal/mol

[6]
Formula: C4H9O2
Source: OMol25
Level of theory: the ωB97M-V functional and the def2-TZVPD basis

Geometry as XYZ:
```
15
Properties=species:S:1:pos:R:3:forces:R:3:nbo_charge:R:1
C -1.5370 0.9167 0.4290 -0.436 0.557 -0.187 -0.0254
O -0.9804 2.1414 0.1762 -1.002 0.502 -0.097 -0.8802
C -0.7596 -0.2540 -0.2052 0.564 0.469 2.222 -0.4625
C 0.7434 -0.0712 0.1864 -0.949 1.165 -0.681 0.0905
C 1.5180 -1.2508 -0.3756 0.357 -0.008 -0.549 -0.6238
O 1.0915 1.2344 -0.2680 2.018 -2.010 -0.899 -0.8337
H -1.5860 0.7487 1.5441 -0.194 -0.305 -0.481 0.0939
H -2.5677 0.8693 0.0113 -0.160 -0.148 0.391 0.1019
H -0.8553 -0.2724 -1.2919 -0.036 -0.186 0.043 0.1896
H -1.1812 -1.1108 0.3401 0.115 -0.487 -0.719 0.1721
H 0.9129 0.0008 1.2702 -0.554 -0.703 0.268 0.1335
H 0.9283 -2.1726 -0.3107 0.039 0.044 0.447 0.1872
H 1.6442 -1.1279 -1.4607 0.306 0.245 0.205 0.1989
H 2.4838 -1.4031 0.1221 -0.028 0.033 -0.279 0.1870
H 0.1452 1.7514 -0.1675 -0.041 0.832 0.316 0.4711
```
Positions in Å, forces in eV/Å.

HOMO energy   -3.04 eV
Total charge   -1
Orbital gap   7.4082 eV
Lowest unoccupied orbital energy   0.160 hartree
Relative energy (zero: lowest compared OMol25 entry of this formula, charge and spin)   44.3 kcal/mol

[7]
Formula: C4H9O2P
Source: OMol25
Level of theory: the ωB97M-V functional and the def2-TZVPD basis

Geometry as XYZ:
```
16
Properties=species:S:1:pos:R:3:forces:R:3:nbo_charge:R:1
C -0.9569 -1.3561 0.4756 0.790 1.314 -0.440 0.2866
C -0.8664 -2.4537 1.4944 -0.638 -1.276 -1.287 -0.7773
C 1.4472 1.6779 -0.6726 0.389 -0.886 1.428 -1.0321
C -0.8940 0.7093 -1.7317 -2.368 -0.396 1.100 -1.1030
O 0.2315 -0.7553 0.1968 -0.655 -0.695 1.319 -0.8045
O 1.4734 -0.8206 -1.9209 1.957 -1.550 -1.967 -1.0665
P 0.7042 0.1214 -1.1790 -2.866 0.887 0.672 2.1891
H -1.3382 -3.3161 0.7951 1.126 1.532 1.782 0.2641
H 0.0845 -2.7310 1.9402 0.521 -0.071 -0.470 0.2123
H -1.5296 -2.3587 2.3710 -0.342 0.305 -0.809 0.2544
H 1.4637 2.3761 -1.5363 -0.152 -0.454 0.718 0.2683
H 2.4802 1.4408 -0.3050 -0.892 0.581 -0.219 0.2608
H 0.7540 1.9686 0.1726 1.102 0.370 -0.872 0.2492
H -1.6916 -0.0413 -1.3563 1.331 0.859 -0.767 0.2966
H -1.1724 1.0140 -2.7627 0.828 -0.246 0.656 0.2684
H -1.0570 1.5518 -1.0132 -0.132 -0.276 -0.844 0.2337
```
Positions in Å, forces in eV/Å.

HOMO energy   -8.44 eV
Orbital gap   9.1768 eV
Lowest unoccupied orbital energy   0.027 hartree
Relative energy (zero: lowest compared OMol25 entry of this formula, charge and spin)   75.8 kcal/mol

[8]
Formula: C4H9O2S
Source: OMol25
Level of theory: the ωB97M-V functional and the def2-TZVPD basis

Geometry as XYZ:
```
16
Properties=species:S:1:pos:R:3:forces:R:3:nbo_charge:R:1
C -0.3569 2.5371 -2.2192 -0.162 0.301 -0.095 -0.9369
C -0.1534 -1.4232 2.9001 -0.036 -0.564 0.206 -0.6984
C 0.3804 -2.2401 1.8275 -0.401 -2.674 -2.489 -0.2914
C -0.1408 0.3915 -1.0862 1.966 -0.489 -0.456 -0.9329
O 0.2840 0.3892 -3.6936 -0.876 -0.704 -1.493 -0.9974
O 2.0085 1.3721 -2.3330 1.018 0.398 0.559 -1.0017
S 0.6120 1.1024 -2.5076 -2.385 0.859 2.736 2.1562
H -1.4650 2.4163 -2.0817 1.186 -0.182 -0.616 0.1835
H 0.0609 3.0806 -1.3651 0.119 -0.009 -0.381 0.1830
H 0.1548 -0.4531 2.5965 -0.149 1.330 0.646 0.2249
H -1.2375 -1.5500 2.8606 -0.206 0.425 0.342 0.2145
H 0.2031 -1.7158 3.9014 -0.109 0.266 -0.245 0.2052
H -0.0498 -3.2701 1.6204 0.679 1.007 0.780 0.1379
H 0.6144 -1.8082 0.8419 0.222 0.232 0.711 0.1975
H -1.1915 0.4408 -1.1131 -1.156 -0.290 -0.262 0.1779
H 0.2769 0.7305 -0.1490 0.291 0.097 0.058 0.1782
```
Positions in Å, forces in eV/Å.

HOMO energy (spin up / spin down)   -3.55 / -2.37 eV
Total charge   -1
Orbital gap (spin up / spin down)   7.0746 / 5.4492 eV
Lowest unoccupied orbital energy (spin up / spin down)   0.130 / 0.113 hartree
Relative energy (zero: lowest compared OMol25 entry of this formula, charge and spin)   158.5 kcal/mol

| no. | calculated total energy (eV) |
| --- | --- |
| 1 | -6335.66154 |
| 2 | -6330.56765 |
| 3 | -8382.89948 |
| 4 | -8390.04209 |
| 5 | -8388.88799 |
| 6 | -8388.57208 |
| 7 | -17675.72949 |
| 8 | -19219.27802 |